{"formula": "C25H38F3GeMoN2O9S2", "method": "the ωB97M-V functional and the def2-TZVPD basis", "elements": ["O", "H", "H", "H", "H", "H", "O", "H", "H", "Mo", "H", "H", "H", "O", "F", "H", "C", "C", "O", "C", "H", "C", "O", "S", "O", "C", "H", "H", "H", "H", "C", "C", "Ge", "C", "C", "H", "H", "C", "C", "C", "F", "H", "C", "H", "C", "H", "H", "H", "N", "H", "C", "C", "O", "C", "O", "N", "H", "H", "H", "H", "C", "O", "H", "C", "H", "H", "H", "C", "H", "F", "H", "H", "H", "C", "C", "H", "C", "C", "S", "C", "H"], "coordinates": [[0.9736, -0.8954, -3.2502], [2.4438, 1.0348, -3.0619], [-4.4475, -1.6876, 0.6846], [2.9188, 1.1189, 2.8325], [-3.1192, 2.9374, -1.1349], [-2.6622, -4.1177, 0.4367], [-1.8716, -0.8350, 0.7311], [-4.1477, 0.8703, -2.1663], [4.3969, 2.3550, -3.8491], [-0.0737, 0.4907, -0.2289], [-0.0831, 3.7640, 0.2832], [-1.3854, 2.2502, -4.3619], [-3.1172, -0.2292, -3.1296], [6.6822, 1.5014, -1.7105], [0.9591, -3.9102, -1.0999], [1.0639, -0.1927, 2.2683], [1.1292, -3.3956, -2.3179], [3.6841, 4.0989, -1.0206], [6.6689, 2.9971, 0.2564], [-1.0534, 1.5849, -3.5636], [-0.8919, 0.5989, -3.9873], [-0.8120, 3.8839, 1.0873], [-0.9462, 1.4459, 1.1751], [0.2087, -1.7798, -2.4360], [7.4376, 0.6498, 0.4948], [2.1504, 2.2820, -1.3277], [-4.2782, -2.8679, 1.9659], [-1.8968, 3.5311, 3.6447], [5.1363, 2.0080, 2.1397], [2.0785, 3.6555, 0.3375], [4.6205, 1.2660, 1.5438], [4.5974, -0.1736, -0.4155], [-2.8892, 0.6075, 0.4908], [-2.4098, 2.9537, -1.9650], [-2.2275, -3.1700, 0.1166], [5.2021, 4.2691, -2.5237], [-0.5403, 4.7773, 1.6504], [-0.8014, 2.6832, 2.0102], [2.7910, 1.9004, -2.5179], [-3.3573, 0.8120, -2.9193], [0.6577, -4.2165, -3.2245], [-2.8690, 3.5362, -2.7645], [0.5152, 2.5538, 2.7484], [-3.9842, -1.1807, 2.3443], [-1.9770, 2.6786, 2.9700], [-1.7985, 4.0502, 0.6556], [2.8613, -1.3967, -0.6517], [-2.7284, -2.8519, -0.7963], [1.3388, -0.4524, 1.3254], [4.0549, 4.9381, -0.4483], [-3.8553, -1.9451, 1.5698], [-2.1138, 1.5643, -2.4860], [-1.5805, 0.7595, -1.3112], [3.3844, 0.7751, 1.9173], [0.3460, -1.3289, -0.9530], [1.1420, 1.4972, -0.8224], [0.6581, 3.4242, 3.3888], [-1.6649, -1.7316, 3.2169], [-2.9269, 2.7868, 2.4421], [5.0917, -0.5215, -1.3135], [3.8773, 2.6372, -2.9432], [-1.1510, -2.0624, -2.7350], [1.1760, -1.4531, 1.2285], [2.5860, 3.3882, -0.5808], [-3.7532, 1.2604, -3.8311], [-1.4963, 3.4651, -1.6615], [1.3512, 2.5169, 2.0459], [3.3609, -0.6590, -0.0421], [-1.9876, 1.7733, 3.5781], [2.4174, -3.1680, -2.5175], [-0.1110, 1.9806, -3.1843], [-1.1769, -3.3395, -0.1012], [0.5227, 1.6741, 3.3945], [5.1854, 0.8401, 0.3417], [4.3298, 3.7200, -2.1948], [-0.5204, -2.6284, 2.1818], [2.7360, -0.1326, 1.0867], [-1.5722, -2.4981, 2.4456], [6.6093, 1.6855, -0.2982], [-2.3915, -2.1455, 1.2182], [-1.9148, -3.4442, 2.8643]], "lowdin_spin": [0.00, 0.00, 0.00, 0.00, 0.00, 0.00, 0.00, 0.00, 0.00, 0.01, 0.00, 0.00, 0.00, 0.00, 0.00, 0.00, 0.00, 0.00, 0.00, 0.00, 0.00, 0.00, 0.00, 0.00, 0.70, 0.00, 0.00, 0.00, 0.00, 0.00, 0.06, 0.06, 0.00, 0.00, 0.00, 0.00, 0.00, 0.00, 0.00, 0.00, 0.00, 0.00, 0.00, 0.00, 0.00, 0.00, 0.00, 0.00, 0.01, 0.00, 0.00, 0.00, 0.00, -0.01, 0.00, 0.00, 0.00, 0.00, 0.00, 0.00, 0.00, 0.00, 0.00, 0.00, 0.00, 0.00, 0.00, -0.01, 0.00, 0.00, 0.00, 0.00, 0.00, 0.08, 0.00, 0.00, 0.06, 0.00, 0.03, 0.00, 0.00], "e_homo_ev": [-15.02, -15.04], "multiplicity": 2, "total_charge": 2}

{"formula": "C25H38N4O2S", "method": "the ωB97M-V functional and the def2-TZVPD basis", "elements": ["H", "H", "H", "H", "H", "O", "H", "C", "H", "C", "H", "N", "C", "H", "H", "C", "H", "H", "H", "H", "C", "H", "H", "H", "C", "C", "H", "C", "C", "N", "C", "H", "C", "H", "C", "H", "H", "C", "N", "C", "H", "H", "C", "C", "H", "H", "C", "H", "H", "H", "N", "C", "C", "H", "H", "O", "H", "H", "H", "C", "C", "C", "S", "H", "H", "C", "C", "H", "C", "H"], "coordinates": [[3.0259, 4.1434, 0.5534], [2.0639, 7.1842, -1.9083], [2.0778, 4.5699, -2.4550], [-3.9605, -3.2119, 4.9245], [-1.5746, -2.5767, 0.1919], [0.1961, -0.0678, -0.1705], [-3.5233, -0.9964, 0.2859], [0.0097, 6.3287, -6.2542], [1.8392, -6.8188, 1.0541], [2.0028, -5.7367, 1.0534], [1.4170, 3.1831, -6.7874], [-1.2007, -5.5721, -0.3543], [0.6445, 3.8688, -6.4309], [2.0035, 5.5362, -6.2122], [3.0842, -5.5750, 1.0741], [-2.2794, -2.6150, 1.0271], [0.3141, -5.3381, 2.3723], [-0.9520, 6.1481, -6.7438], [-1.6979, -2.8274, 1.9302], [1.5435, -4.0606, 2.3571], [-3.2481, -3.2273, 5.7528], [-2.7121, -4.1795, 5.7208], [-2.7549, -4.6943, 0.6665], [1.2210, 5.4377, -7.7857], [2.5081, 0.6636, -2.9020], [-3.9857, -3.0696, 7.0845], [-3.6086, -1.2184, 2.0434], [-3.2822, -3.7442, 0.7801], [-2.9420, -1.2506, 1.1777], [0.3072, 3.5125, -3.8026], [1.2087, 0.3161, -2.4469], [-2.3388, -2.2726, 8.2686], [2.5843, 2.5153, -0.9407], [4.2282, 4.0811, -0.8225], [3.4043, 1.4525, -1.8252], [0.4745, -0.2130, -3.1305], [-3.8511, -3.5601, -0.1352], [2.8776, 6.4527, -1.5600], [-4.9750, -3.9226, 2.8428], [-3.0506, -3.1016, 8.2890], [-3.6223, -3.0151, 9.2162], [-0.1423, 6.2899, -5.1726], [1.4324, -5.1273, -0.2295], [1.2849, 2.1617, -0.4820], [1.1552, 5.0251, -0.9494], [-0.2882, 3.6262, -6.9468], [0.7997, 0.7013, -0.9397], [0.6347, 2.8668, 0.1291], [2.8982, 0.4316, -3.9381], [4.7332, 5.1574, -2.8167], [-1.4998, -1.2280, 5.4389], [-2.2679, -2.1061, 5.5764], [-0.0440, -5.3776, -0.3012], [-4.5402, -2.1262, 7.0911], [-4.7193, -3.8747, 7.1824], [4.6235, 1.2340, -1.6703], [-2.4869, -4.0387, 8.3231], [3.3401, 6.8315, -0.5933], [0.3309, 7.3433, -6.5002], [1.0546, 5.3166, -6.7116], [-4.2311, -3.8450, 1.9366], [1.3880, -5.1427, 2.3166], [4.1115, 6.3887, -2.9741], [1.6138, -4.0495, -0.2568], [1.9117, -5.5738, -1.1040], [0.4559, 3.6684, -4.9571], [3.1181, 3.9666, -0.5708], [1.8443, -5.5850, 3.2050], [2.1976, 5.0140, -1.4058], [-2.1851, -0.4766, 1.3224]], "lowdin_charge": [0.12, 0.08, 0.06, 0.07, 0.10, 0.04, 0.08, -0.11, 0.11, -0.27, 0.11, 0.16, -0.18, 0.11, 0.11, -0.27, 0.07, 0.08, 0.11, 0.08, -0.19, 0.12, 0.05, 0.11, 0.01, -0.27, 0.07, -0.20, -0.11, 0.16, 0.01, 0.07, -0.12, 0.11, -0.26, 0.12, 0.12, -0.53, 0.13, -0.12, 0.07, 0.07, -0.17, 0.05, 0.11, 0.12, -0.30, 0.13, 0.11, -0.14, 0.12, -0.22, -0.17, 0.11, 0.11, 0.05, 0.08, 0.08, 0.07, -0.27, -0.19, -0.11, 0.62, 0.12, 0.11, -0.18, -0.15, 0.07, -0.28, 0.06], "e_homo_ev": -9.27, "e_above_lowest_kcal_mol": 65.77}

{"formula": "C25H38N6O2RuSSi", "method": "the ωB97M-V functional and the def2-TZVPD basis", "elements": ["H", "H", "Ru", "H", "C", "C", "H", "H", "H", "H", "N", "H", "C", "C", "C", "C", "C", "C", "N", "H", "H", "C", "H", "H", "N", "C", "H", "C", "C", "H", "H", "H", "C", "H", "O", "H", "H", "H", "H", "C", "H", "H", "Si", "N", "H", "H", "H", "N", "C", "H", "H", "C", "C", "H", "H", "H", "H", "H", "C", "C", "C", "S", "O", "H", "C", "H", "C", "H", "H", "C", "N", "H", "C", "C"], "coordinates": [[-3.6319, -2.1964, 0.0267], [-1.0991, -4.8192, 1.6316], [1.1663, 0.1608, 0.3103], [0.0715, -0.2430, -4.3702], [2.5954, 4.7732, -0.2584], [-0.3566, 1.1736, 6.5218], [3.6594, -1.5574, -4.5653], [-4.1726, -4.3474, 1.1040], [-0.3391, -0.9057, -2.7894], [-0.0234, 2.6727, 8.0687], [1.1358, 1.5050, 4.6047], [2.3540, 1.4652, -4.4229], [0.7643, 0.5697, 5.6921], [-3.8342, -3.5416, 1.7570], [1.4464, 2.9204, 4.9551], [-3.1279, -2.4533, 0.9543], [2.6087, 1.2304, -3.3875], [0.7962, 2.8739, -0.6268], [-1.4705, -3.9097, 1.8951], [4.3693, -3.3120, 2.6872], [4.4466, -0.8465, 2.6863], [-0.0191, 2.6116, 6.9818], [-2.8617, -5.0746, 3.0200], [4.3201, -1.6485, -2.9419], [0.4557, 4.0787, -1.0279], [3.3998, -1.7470, -3.5205], [1.8069, 6.8849, -1.8420], [2.8544, 3.4753, 0.1219], [3.9797, -1.3827, 1.8712], [-0.5387, 0.5216, 7.3764], [1.4801, 4.1438, 6.6925], [3.0563, -2.7798, -3.4585], [3.4042, -3.4476, 0.7648], [-1.7601, -3.6942, -0.2008], [-0.6232, -1.3025, -0.4467], [2.0942, 1.9533, -2.7552], [-2.6416, -3.4080, 3.5795], [2.4508, 3.1531, 4.6002], [0.8003, 7.0565, -0.4118], [1.3562, 5.0512, -0.8460], [3.7983, 3.1889, 0.5702], [-3.0237, -1.5407, 1.5456], [2.1030, -0.5171, -3.0017], [0.8019, 0.8802, 2.2574], [3.6836, 1.3738, -3.2671], [3.4180, -4.5297, 0.7649], [0.0937, 6.4024, -1.8979], [1.9491, 2.5083, -0.0627], [2.8708, -1.3681, -0.2976], [1.6576, 0.3854, 6.2892], [3.3301, 5.5525, -0.1169], [0.9598, 1.1759, 3.3686], [3.9460, -2.7541, 1.8632], [2.1528, 2.5556, 6.9507], [-0.7230, -3.4006, 2.3971], [2.3981, -3.3037, -1.1248], [-4.6976, -3.1719, 2.3054], [0.3681, -1.9459, -4.0240], [-1.7482, -3.0539, 0.6792], [-0.6415, -2.0085, 0.5784], [2.8511, -2.7777, -0.2956], [-0.2973, 1.5014, -0.8251], [0.1497, -1.8948, 1.5458], [0.4762, -0.3725, 5.2283], [-2.7513, -4.0417, 2.7025], [3.6860, 0.3867, 0.6497], [1.3355, 3.0888, 6.4610], [-1.2712, 1.1712, 5.9264], [0.7302, 3.5649, 4.4415], [0.3918, -0.9423, -3.5963], [2.1142, -0.5968, -1.1671], [-0.7942, 3.2964, 6.6345], [0.9894, 6.4283, -1.2845], [3.4673, -0.6701, 0.7725]], "lowdin_spin": [0.00, 0.00, 2.66, 0.00, 0.02, 0.00, 0.00, 0.00, 0.00, 0.00, 0.02, 0.00, 0.00, 0.00, 0.00, 0.00, 0.02, 0.04, 0.00, 0.00, 0.00, 0.00, 0.00, 0.00, 0.03, 0.00, 0.00, 0.01, 0.01, 0.00, 0.00, 0.00, 0.01, 0.00, 0.11, 0.00, 0.00, 0.00, 0.00, 0.00, 0.00, 0.00, 0.04, 0.02, 0.00, 0.00, 0.00, 0.12, 0.04, 0.00, 0.00, 0.03, 0.00, 0.00, 0.00, 0.00, 0.00, 0.00, 0.00, 0.01, 0.01, 0.35, 0.06, 0.00, 0.00, 0.00, 0.00, 0.00, 0.00, 0.01, 0.37, 0.00, 0.00, 0.01], "e_homo_ev": [-13.64, -13.87], "multiplicity": 5, "total_charge": 2, "e_above_lowest_kcal_mol": 17.27}